Model w:
Computed, not measured: one molecule with the formula C4H6ClF, with the ωB97M-V functional and the def2-TZVPD basis.

Bonds (Å) are listed after each position.
Element x y z (Å)
1 F 1.139 -1.887 -0.152  C2 1.359
2 C 0.394 -0.895 0.402  F1 1.359, C3 1.558, C5 1.571, H7 1.074
3 C 1.054 0.472 0.054  C2 1.558, C4 1.478, H8 1.168, H9 1.073
4 C -0.332 0.974 -0.056  C3 1.478, C5 1.569, H10 1.058, H11 1.103
5 C -0.910 -0.454 -0.355  C2 1.571, C4 1.569, Cl6 1.817, H12 1.046
6 Cl -2.654 -0.728 0.077  C5 1.817
7 H 0.207 -1.201 1.414  C2 1.074
8 H 1.717 0.981 0.870  C3 1.168
9 H 1.512 0.180 -0.871  C3 1.073
10 H -0.551 1.637 -0.850  C4 1.058
11 H -0.700 1.465 0.862  C4 1.103
12 H -0.877 -0.545 -1.396  C5 1.046

Computed properties:
Structure (SMILES) ... F[C@H]1CC[C@@H]1Cl
HOMO ... -10.5445 eV
LUMO ... 0.04002 Eh
Net charge ... 0

***

Model x:
Computed, not measured: one molecule with the formula C4H6ClF, with the ωB97M-V functional and the def2-TZVPD basis.

Bonds (Å) are listed after each position.
Element x y z (Å)
1 C -0.786 1.378 -0.162  C2 1.320, H7 1.099, H8 1.066
2 C -0.153 0.244 0.071  C1 1.320, C3 1.567, C5 1.573
3 C -0.680 -1.121 -0.489  C2 1.567, F4 1.404, H9 1.079, H10 1.148
4 F -0.972 -2.093 0.481  C3 1.404
5 C 1.258 0.203 0.765  C2 1.573, Cl6 1.783, H11 1.097, H12 1.064
6 Cl 2.361 -0.765 -0.248  C5 1.783
7 H -1.801 1.509 -0.563  C1 1.099
8 H -0.280 2.317 -0.164  C1 1.066
9 H 0.017 -1.576 -1.177  C3 1.079
10 H -1.661 -1.133 -1.084  C3 1.148
11 H 1.139 -0.186 1.784  C5 1.097
12 H 1.558 1.223 0.786  C5 1.064

Computed properties:
Structure (SMILES) ... C=C(CF)CCl
HOMO ... -10.3345 eV
LUMO ... 0.03338 Eh
Net charge ... 0

***

Model y:
Computed, not measured: one molecule with the formula C4H6ClF, with the ωB97M-V functional and the def2-TZVPD basis.

Bonds (Å) are listed after each position.
Element x y z (Å)
1 C -0.322 -0.196 1.316  C2 1.461, H7 1.132, H8 1.078, H9 1.206
2 C 0.072 -0.119 -0.089  C1 1.461, C3 1.489, C4 1.401
3 C -0.804 0.698 -0.973  C2 1.489, H10 1.046, H11 1.183, H12 1.323
4 C 1.198 -0.803 -0.567  C2 1.401, F5 1.281, Cl6 1.622
5 F 1.788 -0.515 -1.667  C4 1.281
6 Cl 2.310 -1.562 0.337  C4 1.622
7 H -0.118 0.744 1.912  C1 1.132
8 H 0.061 -0.969 1.963  C1 1.078
9 H -1.522 -0.099 1.379  C1 1.206
10 H -1.840 0.566 -0.912  C3 1.046
11 H -0.530 0.388 -2.082  C3 1.183
12 H -0.294 1.866 -0.619  C3 1.323

Computed properties:
Structure (SMILES) ... CC(C)=C(F)Cl
HOMO ... -8.4252 eV
LUMO ... 0.03170 Eh
Net charge ... 0

***

Going by the energies, model x is most stable and the next is 0.0023 hartree up.

***

Model w:
Computed, not measured: a 2-piece molecular cluster, C3H8N3S overall, with the ωB97M-V functional and the def2-TZVPD basis.

Bonds (Å) are listed after each position.
Element x y z (Å)
1 C -0.788 -0.559 -0.169  C3 1.566, N4 1.311, N6 1.319
2 C 2.422 0.913 0.037  N5 1.189, S7 1.560
3 C -1.146 0.196 1.156  C1 1.566, H8 1.077, H9 1.133, H10 1.110
4 N -1.184 -1.809 -0.142  C1 1.311, H11 1.006, H12 1.065
5 N 2.574 2.029 -0.344  C2 1.189, H14 0.969
6 N -0.320 0.018 -1.258  C1 1.319, H13 1.083, H15 1.060
7 S 2.245 -0.620 0.259  C2 1.560
8 H -1.827 1.022 1.042  C3 1.077
9 H -1.370 -0.695 1.819  C3 1.133
10 H -0.199 0.676 1.482  C3 1.110
11 H -1.382 -2.201 0.763  N4 1.006
12 H -0.958 -2.474 -0.943  N4 1.065
13 H -0.319 -0.445 -2.238  N6 1.083
14 H 2.325 2.914 -0.037  N5 0.969
15 H -0.073 1.035 -1.426  N6 1.060

Computed properties:
HOMO ... -13.1217 eV
LUMO ... -0.12590 Eh
Net charge ... +1

***

Model x:
Computed, not measured: an isolated ion of composition C3H8N3S and charge +1, with the ωB97M-V functional and the def2-TZVPD basis.

Bonds (Å) are listed after each position.
Element x y z (Å)
1 C -0.391 0.305 1.037  C2 1.274, N4 1.403, H8 1.175
2 C -0.239 1.415 0.430  C1 1.274, N6 1.421, H9 1.099
3 C 0.909 -1.120 -0.278  N4 1.294, S7 1.795, H10 1.089
4 N -0.253 -0.819 0.207  C1 1.403, C3 1.294, N5 1.359
5 N -1.406 -1.391 -0.228  N4 1.359, H11 1.026, H12 1.013
6 N 0.510 1.387 -0.777  C2 1.421, H13 1.012, H14 1.012
7 S 2.566 -0.797 0.333  C3 1.795, H15 1.279
8 H -0.913 0.089 2.067  C1 1.175
9 H -0.362 2.441 0.806  C2 1.099
10 H 0.873 -1.776 -1.146  C3 1.089
11 H -1.388 -2.322 -0.658  N5 1.026
12 H -2.147 -1.360 0.463  N5 1.013
13 H 0.036 1.421 -1.670  N6 1.012
14 H 1.119 2.193 -0.822  N6 1.012
15 H 1.893 -0.107 1.174  S7 1.279

Computed properties:
HOMO ... -13.5089 eV
LUMO ... -0.15515 Eh
Net charge ... +1

***

Model y:
Computed, not measured: an isolated ion of composition C3H8N3S and charge +1, with the ωB97M-V functional and the def2-TZVPD basis.

Bonds (Å) are listed after each position.
Element x y z (Å)
1 C -0.508 -1.887 0.024  N2 1.429, H8 1.094, H9 1.088, H10 1.088
2 N -0.386 -0.580 0.587  C1 1.429, N3 1.426, C6 1.811
3 N 0.667 0.201 0.027  N2 1.426, C4 1.493, H11 1.045, H12 1.032
4 C 0.264 1.617 0.273  N3 1.493, N5 1.435, H13 1.093, H14 1.101
5 N -1.127 1.614 -0.082  C4 1.435, C6 1.333, H15 1.009
6 C -1.783 0.470 0.108  N2 1.811, N5 1.333, S7 1.569
7 S -3.234 -0.112 -0.023  C6 1.569
8 H -0.544 -1.887 -1.069  C1 1.094
9 H 0.316 -2.509 0.369  C1 1.088
10 H -1.435 -2.310 0.405  C1 1.088
11 H 0.792 0.016 -0.994  N3 1.045
12 H 1.561 -0.021 0.494  N3 1.032
13 H 0.846 2.318 -0.332  C4 1.093
14 H 0.415 1.821 1.343  C4 1.101
15 H -1.618 2.471 -0.287  N5 1.009

Computed properties:
Structure (SMILES) ... CN1[NH2+]CNC1=S
HOMO ... -13.2573 eV
LUMO ... -0.12886 Eh
Net charge ... +1

***

Model z:
Computed, not measured: an isolated ion of composition C3H8N3S and charge +1, with the ωB97M-V functional and the def2-TZVPD basis.

Bonds (Å) are listed after each position.
Element x y z (Å)
1 C -1.145 0.240 -0.863  N2 1.458, H8 1.097, H9 1.163, H10 1.192
2 N -0.212 0.249 0.257  C1 1.458, C3 1.332, C6 1.425
3 C 0.003 1.310 1.033  N2 1.332, N4 1.300, H11 1.028
4 N 0.916 1.135 1.942  C3 1.300, S5 1.697, H12 1.058
5 S 1.171 -0.496 2.333  N4 1.697, C6 1.908
6 C 0.393 -0.977 0.658  N2 1.425, S5 1.908, N7 1.399, H13 1.286
7 N 1.228 -1.338 -0.405  C6 1.399, H14 0.970, H15 0.948
8 H -1.043 -0.593 -1.571  C1 1.097
9 H -2.282 0.350 -0.648  C1 1.163
10 H -0.742 1.192 -1.456  C1 1.192
11 H -0.212 2.247 0.670  C3 1.028
12 H 1.313 1.891 2.565  N4 1.058
13 H -0.491 -1.811 1.078  C6 1.286
14 H 1.779 -0.547 -0.510  N7 0.970
15 H 1.700 -2.158 -0.452  N7 0.948

Computed properties:
Structure (SMILES) ... CN1C=[NH+]S[C@@H]1N
HOMO ... -13.3128 eV
LUMO ... -0.15065 Eh
Net charge ... +1

***

Going by the energies, model w is most stable and the next is 0.0574 hartree up.

***

Model w:
Computed, not measured: a 2-piece molecular cluster, C9H13NO2 overall, with the ωB97M-V functional and the def2-TZVPD basis.

Bonds (Å) are listed after each position.
Element x y z (Å)
1 C -2.017 0.852 2.722  C2 1.491, H9 1.093, H10 1.096, H11 1.085
2 C -0.856 1.070 1.812  C1 1.491, C3 1.382, C8 1.394
3 C -0.766 2.222 1.053  C2 1.382, C4 1.388, H12 1.085
4 C 0.300 2.449 0.194  C3 1.388, C5 1.392, H13 1.079
5 C 1.403 1.601 0.239  C4 1.392, O6 1.362, C7 1.410
6 O 2.539 1.853 -0.470  C5 1.362, H14 0.956
7 C 1.350 0.427 1.018  C5 1.410, C8 1.384, H15 1.080
8 C 0.249 0.221 1.832  C2 1.394, C7 1.384, H16 1.085
9 H -1.626 0.435 3.654  C1 1.093
10 H -2.698 0.048 2.422  C1 1.096
11 H -2.569 1.761 2.937  C1 1.085
12 H -1.611 2.900 0.984  C3 1.085
13 H 0.330 3.285 -0.488  C4 1.079
14 H 2.402 1.909 -1.415  O6 0.956
15 H 2.149 -0.298 0.990  C7 1.080
16 H 0.213 -0.661 2.463  C8 1.085
17 C -0.228 -3.034 -2.918  C18 1.494, H21 1.092, H22 1.089, H23 1.091
18 C 0.053 -1.669 -2.376  C17 1.494, N19 1.391, O20 1.212
19 N 0.612 -1.643 -1.103  C18 1.391, H24 1.015, H25 1.008
20 O -0.192 -0.627 -2.944  C18 1.212
21 H -0.252 -2.923 -4.004  C17 1.092
22 H -1.164 -3.491 -2.600  C17 1.089
23 H 0.530 -3.744 -2.583  C17 1.091
24 H 0.441 -0.762 -0.628  N19 1.015
25 H 1.406 -2.182 -0.792  N19 1.008

Computed properties:
Structure (SMILES) ... Cc1ccc(O)cc1.CC(N)=O
HOMO ... -8.6932 eV
LUMO ... 0.02861 Eh
Net charge ... 0

***

Model x:
Computed, not measured: a 2-piece molecular cluster, C9H13NO2 overall, with the ωB97M-V functional and the def2-TZVPD basis.

Bonds (Å) are listed after each position.
Element x y z (Å)
1 C -1.615 1.763 -0.380  C2 1.476, H9 1.227, H10 1.096, H11 1.143
2 C -0.555 1.292 0.533  C1 1.476, C3 1.416, C8 1.386
3 C 0.638 2.027 0.735  C2 1.416, C4 1.380, H12 1.066
4 C 1.612 1.647 1.636  C3 1.380, C5 1.366, H13 1.146
5 C 1.548 0.463 2.315  C4 1.366, O6 1.459, C7 1.466
6 O 2.607 -0.160 3.102  C5 1.459, H14 1.092
7 C 0.401 -0.420 2.081  C5 1.466, C8 1.441, H15 1.161
8 C -0.672 0.145 1.302  C2 1.386, C7 1.441, H16 1.231
9 H -2.465 0.935 -0.693  C1 1.227
10 H -1.187 1.959 -1.370  C1 1.096
11 H -2.140 2.663 0.091  C1 1.143
12 H 0.763 3.015 0.355  C3 1.066
13 H 2.625 2.134 1.860  C4 1.146
14 H 3.133 -0.791 2.384  O6 1.092
15 H 0.385 -1.443 2.630  C7 1.161
16 H -1.532 -0.694 1.037  C8 1.231
17 C -1.389 -1.350 -2.327  C18 1.512, H21 1.120, H22 1.114, H23 1.171
18 C -0.083 -2.098 -2.184  C17 1.512, N19 1.304, O20 1.217
19 N 0.742 -1.703 -1.254  C18 1.304, H24 1.133, H25 1.017
20 O 0.329 -2.759 -3.119  C18 1.217
21 H -1.824 -1.171 -3.343  C17 1.120
22 H -1.430 -0.401 -1.745  C17 1.114
23 H -2.316 -1.958 -1.950  C17 1.171
24 H 1.835 -2.000 -1.240  N19 1.133
25 H 0.589 -1.093 -0.455  N19 1.017

Computed properties:
Structure (SMILES) ... Cc1ccc(O)cc1.CC(N)=O
HOMO ... -9.3784 eV
LUMO ... 0.00820 Eh
Net charge ... 0

***

Going by the energies, model w is most stable and the next is 0.0878 hartree up.

***

Model w:
Computed, not measured: a 2-piece molecular cluster, C9H13NO2 overall, with the ωB97M-V functional and the def2-TZVPD basis.

Bonds (Å) are listed after each position.
Element x y z (Å)
1 O 0.315 1.829 -0.964  C2 1.372, H8 0.988
2 C -1.008 1.470 -0.906  O1 1.372, C3 1.395, C7 1.396
3 C -1.948 2.500 -0.945  C2 1.395, C4 1.393, H9 1.098
4 C -3.306 2.196 -0.889  C3 1.393, C5 1.396, H10 1.098
5 C -3.734 0.870 -0.794  C4 1.396, C6 1.394, H11 1.098
6 C -2.789 -0.153 -0.755  C5 1.394, C7 1.395, H12 1.098
7 C -1.427 0.142 -0.811  C2 1.396, C6 1.395, H13 1.098
8 H 0.862 1.007 -0.928  O1 0.988
9 H -1.597 3.537 -1.020  C3 1.098
10 H -4.042 3.011 -0.920  C4 1.098
11 H -4.806 0.636 -0.750  C5 1.098
12 H -3.111 -1.201 -0.681  C6 1.098
13 H -0.684 -0.665 -0.780  C7 1.098
14 C 3.332 -2.623 0.144  N15 1.450, H19 1.103, H20 1.103, H21 1.103
15 N 2.625 -1.788 1.095  C14 1.450, C16 1.362, H22 1.023
16 C 1.906 -0.708 0.679  N15 1.362, C17 1.514, O18 1.227
17 C 1.220 0.072 1.781  C16 1.514, H23 1.103, H24 1.103, H25 1.103
18 O 1.832 -0.404 -0.508  C16 1.227
19 H 3.844 -3.434 0.689  C14 1.103
20 H 4.088 -2.039 -0.409  C14 1.103
21 H 2.635 -3.072 -0.582  C14 1.103
22 H 2.663 -2.008 2.093  N15 1.023
23 H 1.955 0.470 2.500  C17 1.103
24 H 0.672 0.918 1.333  C17 1.103
25 H 0.502 -0.563 2.326  C17 1.103

Computed properties:
Structure (SMILES) ... Oc1ccccc1.CNC(C)=O
HOMO ... -8.1337 eV
LUMO ... 0.02283 Eh
Net charge ... 0

***

Model x:
Computed, not measured: a 2-piece molecular cluster, C9H13NO2 overall, with the ωB97M-V functional and the def2-TZVPD basis.

Bonds (Å) are listed after each position.
Element x y z (Å)
1 C -3.039 1.729 -2.103  C2 1.542, H9 1.074, H10 1.046, H11 1.124
2 C -1.866 1.859 -1.111  C1 1.542, C3 1.393, C8 1.399
3 C -1.801 2.931 -0.223  C2 1.393, C4 1.380, H12 1.086
4 C -0.704 3.004 0.610  C3 1.380, C5 1.402, H13 1.064
5 C 0.280 2.007 0.577  C4 1.402, O6 1.347, C7 1.385
6 O 1.386 2.006 1.347  C5 1.347, H14 0.979
7 C -0.005 0.822 -0.081  C5 1.385, C8 1.396, H15 1.114
8 C -0.994 0.766 -1.063  C2 1.399, C7 1.396, H16 1.077
9 H -3.555 0.813 -1.883  C1 1.074
10 H -2.751 1.834 -3.103  C1 1.046
11 H -3.708 2.570 -1.774  C1 1.124
12 H -2.559 3.698 -0.091  C3 1.086
13 H -0.614 3.839 1.262  C4 1.064
14 H 1.416 2.782 1.942  O6 0.979
15 H 0.525 -0.108 0.229  C7 1.114
16 H -1.036 -0.070 -1.741  C8 1.077
17 C 0.324 -4.004 0.704  C18 1.504, H21 1.123, H22 1.071, H23 1.119
18 C 1.685 -3.481 0.337  C17 1.504, N19 1.415, O20 1.204
19 N 2.305 -2.761 1.387  C18 1.415, H24 0.991, H25 1.058
20 O 2.073 -3.509 -0.803  C18 1.204
21 H -0.297 -4.221 -0.207  C17 1.123
22 H -0.267 -3.254 1.190  C17 1.071
23 H 0.546 -5.045 1.047  C17 1.119
24 H 3.262 -2.562 1.552  N19 0.991
25 H 1.810 -2.703 2.320  N19 1.058

Computed properties:
Structure (SMILES) ... Cc1ccc(O)cc1.CC(N)=O
HOMO ... -8.2528 eV
LUMO ... 0.02428 Eh
Net charge ... 0

***

Going by the energies, model w is most stable and the next is 0.0521 hartree up.